The following is a quantum chemistry calculation of C27H58Hg2NO11S5 as an isolated structure, from the OMol25 dataset.

Results
net charge	+3
E_LUMO	-13.8	eV
maximum force	4.40	eV Å⁻¹
Kohn-Sham gap	1.20	eV

The geometry in XYZ format:
```
104
Properties=species:S:1:pos:R:3:forces:R:3:mulliken_charge:R:1
Hg 11.136520 -20.480550 -23.253170 -0.3 0.5 0.0 0.595
Hg 6.647050 -19.352160 -26.920540 0.3 0.3 0.3 0.505
C 7.902910 -17.056730 -23.378090 1.4 0.4 -1.3 -0.417
O 8.569760 -18.063190 -24.048040 -1.1 0.3 0.7 -0.259
H 6.830320 -17.097800 -23.567740 -0.7 -0.7 0.0 0.311
H 7.974480 -17.056740 -22.290450 0.1 -0.8 0.5 0.259
H 8.158490 -16.053800 -23.720020 0.4 0.0 -0.2 0.222
C 1.709520 -14.516100 -18.434820 -0.4 -1.2 0.6 -1.050
C 1.751620 -15.218560 -19.834510 0.7 -0.7 -1.1 -0.590
N 0.857860 -16.388690 -20.091050 -0.4 2.3 3.7 0.305
C -0.582580 -16.066920 -19.967480 -0.2 -1.7 -1.4 -0.361
C -1.051700 -15.075330 -20.977730 1.0 1.8 0.0 -1.334
C 1.176020 -17.657550 -19.487370 1.7 -0.9 -3.1 -0.213
C 2.635930 -18.117440 -19.843150 0.2 0.0 1.0 -1.335
H 0.750530 -14.789910 -17.994960 -0.1 0.9 0.3 0.242
H 2.005040 -13.467010 -18.448190 -0.7 0.0 -0.4 0.367
H 2.473020 -14.984100 -17.813410 -0.1 -0.2 0.0 0.378
H 1.580220 -14.522210 -20.655380 -0.1 0.1 0.2 0.365
H 2.800370 -15.515500 -19.827650 -0.2 -0.5 -0.9 0.372
H -1.138860 -16.995840 -20.093020 0.2 -0.3 -0.2 0.444
H -0.855200 -15.827720 -18.939580 0.4 0.6 0.5 0.396
H -2.105390 -14.808990 -20.894610 0.1 -0.4 -0.2 0.396
H -0.484970 -14.162900 -20.792300 -0.4 0.5 0.2 0.336
H -0.694210 -15.301430 -21.982310 -0.7 -0.6 -0.1 0.358
H 0.485850 -18.329430 -19.997600 -0.2 -0.3 0.6 0.452
H 1.074100 -17.702770 -18.403080 -0.4 0.3 0.3 0.308
H 2.707930 -19.200480 -19.942870 -0.4 0.0 0.3 0.359
H 3.255560 -17.823460 -18.995960 0.3 -0.2 -0.1 0.375
H 3.143530 -17.754740 -20.736960 -0.7 0.5 -0.2 0.356
C 6.721470 -12.361030 -20.939600 0.4 -0.9 -2.3 -0.480
C 7.169040 -12.555490 -19.543160 -0.3 0.2 1.1 -0.599
C 8.233590 -11.476070 -19.282690 1.1 -0.3 0.4 -0.617
S 7.924400 -10.073070 -20.473210 1.1 1.3 -0.2 1.095
O 9.077430 -9.920240 -21.406730 -1.9 -0.4 2.1 -0.611
O 7.293600 -8.908760 -19.839030 1.3 -1.6 -0.5 -0.603
C 6.647710 -10.919460 -21.345920 -1.2 0.6 -0.5 -0.686
H 5.840380 -12.962270 -21.163870 -0.3 0.4 0.0 0.374
H 7.485780 -12.755630 -21.609090 0.2 -0.4 0.0 0.193
H 7.508200 -13.585380 -19.431870 0.6 0.2 0.1 0.323
H 6.274980 -12.549910 -18.919690 0.2 0.7 0.5 0.282
H 9.226150 -11.884710 -19.472250 0.0 0.0 -1.0 0.242
H 8.478010 -11.142940 -18.274030 -1.2 0.5 0.2 0.458
H 6.870790 -10.696640 -22.389320 -0.1 -0.3 0.0 0.375
H 5.706920 -10.425120 -21.103750 0.1 0.0 0.2 0.345
C 9.553680 -20.999390 -16.447280 1.1 1.5 -1.8 -0.739
C 8.143060 -20.616020 -17.028560 0.3 0.1 0.6 -0.629
C 8.232970 -19.464170 -18.099440 1.6 -0.5 0.5 -0.532
S 10.076790 -19.045080 -18.255930 -1.8 1.6 0.9 0.991
O 10.189390 -17.557730 -18.336810 0.2 -2.8 -0.1 -0.634
O 10.571340 -19.897180 -19.340150 0.2 0.7 1.2 -0.609
C 10.478900 -19.671830 -16.528780 -1.2 -1.8 0.6 -0.666
H 10.081550 -21.671870 -17.123450 -0.3 -0.4 -0.1 0.310
H 9.532030 -21.496300 -15.477380 -0.1 0.5 0.1 0.416
H 7.517910 -20.317380 -16.187070 0.1 0.5 0.0 0.308
H 7.632180 -21.529030 -17.334380 0.2 0.1 -0.7 0.328
H 7.759570 -18.521640 -17.824440 0.0 -0.2 0.2 0.323
H 7.955670 -19.719720 -19.122130 -0.1 -0.2 0.1 0.359
H 10.169370 -19.042890 -15.694080 -0.4 0.9 -0.7 0.344
H 11.518020 -19.869660 -16.265720 0.2 -0.2 -0.9 0.443
C 9.237140 -12.698100 -29.270110 1.8 -2.4 2.1 -0.610
C 9.393400 -13.203690 -27.711740 -0.5 1.7 -1.5 -0.792
C 10.596540 -14.093420 -27.537330 -0.9 -0.1 0.1 -0.460
S 10.214560 -15.324010 -28.842620 2.2 0.2 -0.6 1.071
O 9.162490 -16.242840 -28.446430 0.4 0.6 0.2 -0.555
O 11.487300 -15.844040 -29.352710 -1.6 0.4 0.4 -0.583
C 9.483640 -14.064160 -29.993770 -0.5 -0.2 -0.5 -0.675
H 10.083050 -12.057890 -29.520430 -0.2 0.2 0.0 0.315
H 8.287560 -12.168110 -29.344360 0.1 -0.5 -0.5 0.341
H 8.466220 -13.752250 -27.545860 0.0 0.3 0.7 0.383
H 9.554770 -12.304090 -27.117790 -0.6 -0.2 0.4 0.403
H 10.623630 -14.611910 -26.578920 0.0 -0.1 -0.1 0.316
H 11.499420 -13.497500 -27.670690 0.2 -0.6 -0.5 0.321
H 8.618090 -14.650850 -30.301530 -0.3 0.5 -0.2 0.368
H 10.194350 -14.046580 -30.820020 -0.1 0.2 0.0 0.418
C 14.730680 -13.510930 -20.983370 2.0 -0.9 0.4 -0.604
C 13.395640 -12.981330 -21.258900 -2.5 0.0 -0.2 -0.433
C 12.593210 -13.820540 -22.276540 -0.1 -0.8 0.0 -0.504
S 13.686810 -15.229260 -22.800700 -0.1 -1.8 0.2 0.973
O 14.439490 -14.798430 -23.972400 -1.0 -0.6 0.6 -0.530
O 12.944940 -16.555830 -22.709570 1.9 3.5 -0.4 -0.549
C 14.817640 -15.012390 -21.322280 -0.3 0.1 0.0 -0.712
H 14.948460 -13.513040 -19.915350 -0.1 0.2 0.3 0.360
H 15.528650 -12.870980 -21.359960 0.1 -0.5 -0.6 0.317
H 13.283300 -11.950840 -21.595890 0.5 0.1 0.5 0.355
H 12.880000 -13.149550 -20.313420 -0.5 0.6 -0.1 0.178
H 12.271870 -13.321740 -23.190890 0.3 0.0 0.0 0.373
H 11.727480 -14.271590 -21.791610 0.1 -0.2 -0.2 0.329
H 15.850480 -15.360330 -21.338780 -0.1 -0.1 -1.0 0.457
H 14.312140 -15.730200 -20.676270 -0.3 0.5 0.6 0.375
C 0.861750 -15.125960 -28.005280 -2.7 0.1 0.4 -0.715
C 0.544830 -14.679710 -26.510150 2.4 -0.7 -0.6 -0.614
C 1.637630 -15.504010 -25.709350 -0.1 1.5 -1.6 -0.671
S 3.172500 -15.182720 -26.745890 -0.5 -2.9 0.1 1.056
O 4.006260 -16.391780 -26.678160 -0.2 0.9 0.3 -0.654
O 3.746570 -13.912200 -26.403210 -0.2 0.2 -0.3 -0.585
C 2.273540 -15.289400 -28.379730 1.9 1.2 1.3 -0.473
H 0.495090 -14.458000 -28.784680 -0.8 0.1 0.4 0.337
H 0.318080 -16.066780 -28.091110 0.1 -0.1 -0.3 0.303
H -0.469300 -14.931630 -26.200030 0.1 0.1 -0.2 0.344
H 0.777350 -13.626720 -26.351240 -0.4 0.1 0.0 0.350
H 1.460400 -16.572660 -25.830470 0.1 0.0 0.6 0.368
H 1.872930 -15.078490 -24.733820 -0.1 -0.5 0.1 0.379
H 2.522310 -16.200940 -28.923160 0.2 0.2 0.3 0.332
H 2.631950 -14.374340 -28.851210 0.2 -0.3 -0.5 0.351
```
Positions in Å, forces in eV/Å.